The following is a quantum chemistry calculation of 2 unconnected molecules or ions with the total composition C2H6N2O2, from the OMol25 dataset.

```
12
Properties=species:S:1:pos:R:3:forces:R:3
N -2.2900 -1.0622 -1.2072 0.46 -0.06 0.85
C -1.5515 -1.4612 -0.4043 -0.31 -0.68 -0.93
N -0.7053 -2.0210 0.4681 0.98 -0.09 0.57
H -0.6210 -3.0398 0.5103 -0.45 0.68 -0.30
H 0.2075 -1.5510 0.5918 -0.82 -0.10 -0.19
O 0.9884 2.0384 -0.8303 -0.09 0.72 0.45
C 0.3171 1.1389 0.0168 -0.94 -0.29 -0.87
O 1.2212 0.1234 0.3884 0.26 0.18 0.01
H 0.9688 2.9085 -0.4000 0.11 -0.34 -0.39
H -0.0541 1.6459 0.9126 -0.08 0.06 -0.05
H -0.5455 0.6886 -0.5650 1.13 0.35 0.86
H 2.0642 0.5916 0.5187 -0.25 -0.44 0.00
```
Forces are in eV/Å.

Values from the calculation:
Charge: 0
SMILES: N#CN.OCO
Lowest unoccupied orbital energy (eV): 0.5
ΔE to the lowest compared entry with this formula, charge and spin (kcal/mol): 42.50
HOMO-LUMO gap (eV): 10.460

=====

The following is a quantum chemistry calculation of a molecular structure, C25H22Cl3FN6O3ScSe, from the OMol25 dataset.

```
62
Properties=species:S:1:pos:R:3:forces:R:3
Sc 2.3123 -1.0177 2.8451 0.88 0.16 0.41
F 0.2574 2.1974 -2.6613 -0.23 0.08 -0.12
C -0.5158 1.4048 -1.9029 0.12 -0.12 0.05
C 0.0796 0.7767 -0.8517 -0.12 -0.03 -0.05
C -0.6516 -0.1143 -0.0499 0.11 -0.04 0.02
C -0.0374 -0.7599 1.0745 -0.58 -0.21 -0.05
O 1.2402 -0.6012 1.2970 -0.80 0.18 -0.90
C -0.8758 -1.5303 1.9008 0.64 0.28 0.03
C -2.1873 -1.7336 1.5245 -0.10 -0.04 0.01
N -2.7309 -1.2214 0.4257 -0.03 -0.19 0.14
C -4.1186 -1.5496 0.1123 -0.19 0.01 -0.01
C -4.4166 -2.3130 -1.1448 0.00 -0.02 -0.09
C -4.5457 -2.9836 0.1863 -0.01 -0.07 0.06
C -2.0030 -0.3543 -0.3699 0.34 0.13 -0.01
C -2.5887 0.3061 -1.4531 -0.13 0.05 -0.10
C -1.8809 1.2016 -2.2421 0.11 -0.09 0.15
N -2.5224 1.8445 -3.3035 -0.10 0.17 -0.13
C -2.0233 3.0950 -3.8712 -0.07 -0.17 0.01
C -3.1729 3.8920 -4.4759 0.33 0.12 0.31
N -3.8495 3.0654 -5.5243 -0.03 0.06 -0.05
C -4.3897 1.8145 -4.9066 -0.01 -0.41 0.18
C -3.2381 1.0365 -4.2858 0.11 0.09 -0.02
C -0.4397 -2.1278 3.2146 -0.59 -0.08 -0.30
O -1.1720 -2.8111 3.8623 0.10 -0.01 0.08
O 0.8049 -1.8072 3.5791 -0.35 -0.15 0.41
H 1.1282 0.9433 -0.6519 0.01 0.04 -0.04
H -2.8201 -2.3497 2.1510 -0.03 -0.02 -0.05
H -4.8116 -0.7851 0.4409 0.03 0.01 -0.01
H -3.5870 -2.6010 -1.7779 0.04 -0.02 0.08
H -5.3211 -2.0565 -1.6790 -0.01 0.02 0.02
H -3.8074 -3.7292 0.4501 0.05 0.03 -0.06
H -5.5329 -3.1925 0.5721 -0.01 0.08 0.01
H -3.6357 0.1378 -1.6586 0.02 0.04 0.01
H -1.2567 2.9207 -4.6382 0.03 0.01 0.03
H -1.5846 3.7109 -3.0932 0.08 0.02 0.04
H -2.7972 4.8129 -4.9179 -0.06 -0.05 -0.14
H -3.9158 4.1383 -3.7197 -0.08 -0.03 -0.06
H -3.1670 2.8189 -6.2465 -0.03 0.02 -0.08
H -4.5890 3.5942 -5.9915 -0.04 0.02 0.04
H -4.8894 1.2167 -5.6665 0.03 0.09 -0.09
H -5.1134 2.1103 -4.1495 -0.02 0.09 -0.04
H -2.5512 0.7115 -5.0832 -0.02 -0.04 0.01
H -3.6403 0.1398 -3.8224 -0.01 -0.01 -0.03
Se 2.9219 -2.3343 6.0399 -0.45 0.17 -0.41
N 3.5566 -1.7163 4.4414 0.70 -0.27 0.20
C 4.9076 -1.7717 4.5062 -0.28 -0.06 0.23
C 5.8029 -1.4529 3.4630 0.16 -0.02 0.01
C 7.1439 -1.5676 3.7020 -0.27 0.08 -0.20
C 7.6548 -1.9946 4.9573 0.05 -0.11 0.31
C 6.8267 -2.3338 5.9801 0.31 0.00 -0.01
C 5.4260 -2.2366 5.7719 -0.37 0.12 -0.29
N 4.5013 -2.5557 6.6630 0.58 -0.16 0.42
H 5.4262 -1.1552 2.4937 0.11 0.05 -0.08
H 7.8479 -1.3370 2.9129 -0.02 0.00 -0.01
H 8.7262 -2.0614 5.0859 0.00 -0.01 0.00
H 7.1998 -2.6797 6.9342 -0.03 0.01 0.00
Cl 3.7738 3.9638 0.6788 0.12 -0.24 -0.04
C 4.6129 2.4349 0.3511 0.18 0.65 -0.60
Cl 4.2548 1.8476 -1.2920 0.04 0.08 0.19
Cl 6.3462 2.5856 0.6071 -0.26 -0.12 0.06
C 4.0458 1.4465 1.2549 0.03 -0.25 0.40
N 3.5820 0.6673 1.9518 0.05 0.05 0.11
```
Forces are in eV/Å.

Values from the calculation:
Charge: +3
Lowest unoccupied orbital energy (eV): -8.4
HOMO-LUMO gap (eV): 7.498

=====

The following is a quantum chemistry calculation of a single C17H17N3O2 molecule, from the OMol25 dataset.

```
39
Properties=species:S:1:pos:R:3:forces:R:3
O 4.0467 2.1476 0.3578 0.26 0.06 -0.15
C 2.8914 1.8686 0.5671 -0.30 -0.16 0.21
N 1.9936 2.8707 0.9447 -0.46 0.48 0.05
N 0.6203 2.6686 0.8974 0.54 0.03 0.42
C -0.0583 2.5484 -0.2921 0.02 0.05 -0.02
O 0.5028 2.6613 -1.3570 -0.01 -0.02 -0.16
C -1.4843 2.1730 -0.1246 -0.01 0.06 -0.15
C -2.4102 2.3423 -1.2932 0.10 -0.04 -0.03
C -1.9268 0.9691 -0.9528 0.12 0.17 -0.10
C -2.7839 -0.0697 -0.3455 -0.13 -0.12 0.10
C -3.8670 0.2415 0.4714 0.05 -0.02 -0.06
C -4.6374 -0.7610 1.0314 -0.06 0.03 0.06
C -4.3378 -2.0908 0.7887 -0.03 -0.09 0.02
C -3.2610 -2.4125 -0.0200 -0.04 -0.09 0.04
C -2.4908 -1.4105 -0.5808 0.02 0.14 -0.02
N 2.3370 0.6234 0.5683 -0.52 -0.03 0.07
C 2.9208 -0.5949 0.2134 0.27 -0.19 -0.10
C 4.2734 -0.7268 -0.0815 0.08 0.18 0.01
C 4.7807 -1.9676 -0.4216 -0.09 -0.11 0.00
C 3.9592 -3.0812 -0.4694 0.08 -0.13 -0.05
C 2.6124 -2.9496 -0.1749 -0.01 0.00 0.01
C 2.0933 -1.7151 0.1645 0.01 0.08 0.01
H 2.3176 3.7982 0.6881 -0.12 -0.25 -0.04
H 0.1413 2.6595 1.7880 0.08 -0.03 -0.23
H -1.8900 2.2605 0.8749 -0.10 -0.09 0.00
H -1.9921 2.8048 -2.1743 0.12 0.00 -0.02
H -3.4380 2.6015 -1.0929 -0.09 -0.06 0.13
H -1.1580 0.5750 -1.6084 0.03 0.12 0.02
H -4.1171 1.2730 0.6727 -0.03 0.13 0.01
H -5.4764 -0.5025 1.6608 -0.06 0.02 0.05
H -4.9406 -2.8716 1.2273 -0.05 -0.06 0.03
H -3.0198 -3.4470 -0.2146 0.02 -0.09 -0.02
H -1.6523 -1.6669 -1.2132 0.08 -0.01 -0.07
H 1.3436 0.5736 0.7502 0.23 0.11 -0.02
H 4.9104 0.1408 -0.0471 0.02 0.03 0.01
H 5.8315 -2.0630 -0.6513 0.09 0.01 -0.02
H 4.3639 -4.0460 -0.7352 0.03 -0.08 -0.02
H 1.9616 -3.8111 -0.2098 -0.05 -0.06 0.00
H 1.0402 -1.6138 0.3933 -0.10 0.01 0.03
```
Forces are in eV/Å.

Values from the calculation:
Charge: 0
SMILES: O=C(NNC(=O)[C@H]1C[C@@H]1c1ccccc1)Nc1ccccc1
Lowest unoccupied orbital energy (eV): 0.5
ΔE to the lowest compared entry with this formula, charge and spin (kcal/mol): 29.68
HOMO-LUMO gap (eV): 8.968

=====

The following is a quantum chemistry calculation of a molecular structure, C30H33NO2P2PdSe2, from the OMol25 dataset.

```
71
Properties=species:S:1:pos:R:3:forces:R:3
Pd 0.3826 -1.1752 1.1197 0.36 -0.41 0.17
C -0.8540 -0.2213 4.4088 -0.02 -0.03 -0.07
N -0.8400 0.7209 3.2715 0.08 0.12 0.20
P -2.0427 0.1223 2.1200 -0.29 0.02 -0.09
C -3.5467 0.8387 2.9549 -0.01 0.02 0.08
C -3.5335 1.7333 4.0247 -0.03 -0.03 -0.04
C -4.7192 2.1884 4.5886 -0.02 0.00 -0.01
C -5.9421 1.7638 4.0864 0.01 0.02 0.03
C -5.9700 0.8716 3.0222 0.03 -0.03 -0.03
C -4.7827 0.4068 2.4747 -0.05 0.01 0.05
C -1.9840 1.3421 0.7316 -0.05 -0.03 -0.01
C -1.3506 0.9625 -0.4529 0.05 0.06 -0.08
C -1.2722 1.8274 -1.5350 -0.06 0.09 -0.06
C -1.8410 3.0909 -1.4481 0.01 -0.06 0.03
C -2.4869 3.4792 -0.2814 -0.01 0.01 0.02
C -2.5627 2.6097 0.7974 0.02 0.03 -0.05
P 0.6424 0.5766 2.3314 -0.17 0.14 -0.20
C 0.8178 2.3041 1.7331 0.12 0.10 0.03
C 1.5387 2.4830 0.5532 -0.02 -0.09 0.01
C 1.7494 3.7583 0.0462 0.00 0.03 0.02
C 1.2306 4.8644 0.7053 0.01 -0.02 0.00
C 0.4861 4.6912 1.8662 0.01 0.00 -0.01
C 0.2780 3.4173 2.3736 0.04 0.00 0.03
C 1.9565 0.5812 3.6156 0.00 0.04 0.08
C 2.9539 -0.3805 3.4954 -0.02 -0.02 0.06
C 4.0048 -0.4227 4.4059 -0.02 0.00 -0.01
C 4.0555 0.4871 5.4503 0.00 0.00 0.01
C 3.0569 1.4470 5.5830 0.00 0.00 0.00
C 2.0193 1.4966 4.6658 0.02 0.04 -0.02
H -1.8554 -0.2539 4.8418 -0.03 0.02 -0.01
H -0.1613 0.1067 5.1819 0.03 0.04 0.02
H -0.5780 -1.2397 4.1014 0.01 -0.01 0.00
H -2.5785 2.0792 4.4014 0.02 0.00 0.00
H -4.6880 2.8846 5.4195 0.00 0.00 0.00
H -6.8670 2.1222 4.5232 0.00 0.00 0.00
H -6.9187 0.5307 2.6239 0.00 0.00 0.00
H -4.8075 -0.3041 1.6546 0.00 0.00 0.00
H -0.8357 0.0071 -0.5252 -0.21 0.01 0.05
H -0.7300 1.5079 -2.4180 0.04 -0.03 0.01
H -1.7675 3.7783 -2.2834 0.00 0.00 0.00
H -2.9220 4.4697 -0.2017 0.00 0.00 0.00
H -3.0606 2.9351 1.7023 0.01 0.00 0.00
H 1.8953 1.6114 0.0067 -0.01 0.05 -0.01
H 2.2964 3.8789 -0.8806 0.00 -0.02 -0.01
H 1.3819 5.8591 0.3009 0.00 0.00 0.00
H 0.0512 5.5505 2.3653 0.00 0.00 0.00
H -0.3371 3.2719 3.2549 0.01 0.00 -0.01
H 2.8811 -1.1020 2.6874 0.01 0.00 -0.01
H 4.7769 -1.1744 4.2971 0.00 0.00 0.00
H 4.8706 0.4523 6.1642 0.00 0.00 0.00
H 3.0932 2.1590 6.3997 0.00 0.00 0.00
H 1.2483 2.2536 4.7633 0.02 -0.01 -0.02
O 3.4498 -4.6787 -2.4425 0.02 -0.01 0.02
C 2.5040 -3.6883 -2.8639 -0.05 0.09 0.03
C 1.7934 -2.9803 -1.7034 0.00 -0.05 -0.02
C 2.8484 -2.3621 -0.7784 0.03 -0.06 -0.06
O 3.4847 -3.3431 0.0586 0.16 0.07 -0.12
C 0.9239 -4.0364 -0.9760 0.00 0.11 -0.06
Se 0.3223 -3.6640 0.8787 0.00 -0.08 -0.09
C 0.8843 -1.8726 -2.2667 -0.04 -0.12 0.04
Se 1.7152 -0.2693 -3.0683 0.07 0.07 -0.06
H 3.7043 -4.4439 -1.5354 -0.02 -0.01 0.00
H 1.7589 -4.1928 -3.4906 0.01 -0.02 0.00
H 3.0004 -2.9262 -3.4726 -0.01 0.00 0.00
H 2.3871 -1.5832 -0.1627 -0.01 0.03 0.05
H 3.6270 -1.8831 -1.3703 0.00 -0.01 -0.01
H 2.7821 -3.6308 0.6679 -0.12 -0.06 0.13
H 1.4623 -4.9818 -0.9167 0.04 0.02 -0.03
H 0.0343 -4.2104 -1.5850 0.00 0.02 0.00
H 0.2398 -1.5432 -1.4456 0.01 -0.05 0.02
H 0.2267 -2.3334 -3.0103 0.00 0.02 -0.01
```
Forces are in eV/Å.

Values from the calculation:
Charge: -2
Lowest unoccupied orbital energy (eV): 4.2
ΔE to the lowest compared entry with this formula, charge and spin (kcal/mol): 0.00
HOMO-LUMO gap (eV): 4.777

=====

The following is a quantum chemistry calculation of a molecular structure, C27H29N6O4PRuS, from the OMol25 dataset.

```
69
Properties=species:S:1:pos:R:3:forces:R:3
Ru -0.8171 0.0115 0.6054 0.16 -0.37 -0.02
C -0.6221 -4.1397 2.0456 0.00 -0.04 0.02
C -0.8680 -2.9115 1.2359 0.08 -0.06 -0.02
N 0.0466 -2.0413 0.9952 -0.11 0.31 0.07
O 1.2631 -2.3601 1.5529 0.00 -0.07 -0.01
C -2.1835 -2.5762 0.6597 -0.04 -0.02 -0.01
C -3.2560 -3.6042 0.5352 -0.02 -0.03 0.04
N -2.2970 -1.3518 0.2716 0.02 0.13 -0.08
O -3.5584 -1.0353 -0.2437 -0.02 -0.12 0.07
H -0.3371 -3.8481 3.0583 0.01 -0.01 -0.01
H 0.2090 -4.7111 1.6322 -0.01 -0.01 -0.01
H -1.5031 -4.7714 2.1010 0.01 0.00 0.01
H 1.8290 -1.6164 1.3077 -0.01 0.04 -0.01
H -2.8231 -4.5829 0.3362 -0.01 0.01 0.00
H -3.9473 -3.3490 -0.2611 -0.01 0.02 -0.01
H -3.8252 -3.6671 1.4660 0.00 -0.02 -0.01
N 4.8926 0.5252 6.2795 0.07 0.00 -0.02
C 3.8027 0.7297 5.4922 -0.09 0.01 -0.04
C 3.0888 -0.3605 4.9639 0.04 0.04 0.03
C 1.9918 -0.1520 4.1599 -0.03 -0.06 0.00
C 1.5880 1.1468 3.8630 -0.04 0.03 -0.04
C 2.2815 2.2385 4.3780 -0.01 0.06 -0.02
C 3.3772 2.0330 5.1839 0.03 -0.05 0.01
S 0.2188 1.4225 2.8368 0.22 0.00 0.10
O -0.6508 0.2441 2.9024 -0.05 -0.03 0.21
O -0.3316 2.7151 3.0855 0.00 0.03 0.03
N 0.6821 1.2755 1.2507 -0.32 0.07 0.10
C 1.0934 2.3023 0.5175 0.13 0.03 0.02
N 1.8375 3.3046 1.0229 -0.02 -0.08 -0.01
C 2.2887 4.2085 0.1901 -0.03 -0.02 -0.06
C 2.0561 4.1711 -1.1992 0.04 0.04 0.02
C 1.2614 3.1703 -1.6574 -0.04 -0.07 0.06
N 0.7389 2.2547 -0.8043 0.13 0.19 -0.06
H 5.1256 -0.3979 6.5948 -0.01 0.00 0.02
H 5.3289 1.2956 6.7508 -0.01 0.00 0.02
H 3.3981 -1.3693 5.2074 0.00 0.00 0.00
H 1.4274 -0.9932 3.7790 0.00 0.00 0.00
H 1.9476 3.2404 4.1444 0.01 -0.01 0.01
H 3.9135 2.8800 5.5927 0.00 0.00 0.00
H 2.8758 5.0097 0.6255 0.00 0.00 -0.01
H 2.4728 4.9060 -1.8695 0.01 0.01 0.02
H 1.0056 3.0536 -2.7017 0.00 -0.01 0.02
C -1.7252 2.0385 -2.1208 0.03 0.08 0.12
P -0.4909 0.9716 -1.2903 -0.25 -0.06 -0.54
C -3.5589 -0.8414 -1.6127 0.00 0.09 -0.06
C -2.6190 -1.4049 -2.4602 0.00 0.00 0.01
C -2.7311 -1.1789 -3.8284 0.08 0.00 0.00
C -3.7619 -0.4075 -4.3364 -0.04 0.04 -0.01
C -4.7005 0.1428 -3.4676 -0.01 -0.03 -0.03
C -4.6034 -0.0685 -2.1042 0.02 -0.01 0.06
C 0.4213 0.2390 -2.6860 0.01 0.02 0.07
C 1.1464 -0.9206 -2.4230 -0.02 -0.04 -0.01
C 1.8594 -1.5503 -3.4320 0.01 0.02 -0.02
C 1.8496 -1.0237 -4.7165 0.00 0.01 0.01
C 1.1225 0.1274 -4.9902 0.01 -0.01 -0.03
C 0.4085 0.7548 -3.9808 -0.05 0.02 -0.01
H -2.2310 1.4599 -2.8960 0.04 -0.05 0.02
H -1.3184 2.9492 -2.5643 0.04 -0.08 -0.03
H -2.4698 2.3187 -1.3765 0.04 0.04 0.01
H -1.8069 -2.0032 -2.0719 0.01 -0.01 0.02
H -1.9943 -1.6118 -4.4933 -0.01 0.00 0.00
H -3.8430 -0.2392 -5.4017 0.00 0.00 0.00
H -5.5144 0.7405 -3.8562 0.00 0.00 0.00
H -5.3195 0.3541 -1.4117 0.01 0.00 0.00
H 1.1180 -1.3407 -1.4235 0.01 0.01 0.01
H 2.4151 -2.4544 -3.2203 0.00 0.00 0.00
H 2.4011 -1.5148 -5.5073 0.00 0.00 0.00
H 1.1039 0.5310 -5.9942 0.00 0.00 0.00
H -0.1798 1.6333 -4.2206 0.01 -0.02 0.01
```
Forces are in eV/Å.

Values from the calculation:
Charge: +1
2S+1: 2
<S²>: 0.7574
Lowest unoccupied orbital energy (spin up / spin down) (eV): -2.9 / -2.9
ΔE to the lowest compared entry with this formula, charge and spin (kcal/mol): 15.25
HOMO-LUMO gap (spin up / spin down) (eV): 7.143 / 7.203

=====

Number 1: maximum force 1.46 eV/Å. Number 2: maximum force 1.22 eV/Å. Number 3: maximum force 0.69 eV/Å. Number 4: maximum force 0.57 eV/Å. Number 5: maximum force 0.59 eV/Å.